*A*
Molecular formula: CH3N3O3
Method: DFT, wB97M-V/def2-TZVPD

The net charge is 0.

Each atom is followed by the atoms it is bonded to, with distances in Å.
Positions of all 10 atoms, in Å:
1 C -0.06 0.95 -1.22  N3 1.363, O6 1.230, H8 1.086
2 N 0.01 -0.45 0.64  N3 1.358, H9 1.059, H10 0.940
3 N 0.61 0.49 -0.13  C1 1.363, N2 1.358
4 N 1.08 -2.45 -0.87  O5 1.213, O7 1.158
5 O 1.85 -3.03 -1.61  N4 1.213
6 O -1.16 0.51 -1.59  C1 1.230
7 O 0.64 -2.48 0.20  N4 1.158
8 H 0.44 1.84 -1.58  C1 1.086
9 H 0.69 -0.56 1.45  N2 1.059
10 H -0.90 -0.67 0.67  N2 0.940

*B*
Molecular formula: CH3N3O3
Method: DFT, wB97M-V/def2-TZVPD

The net charge is 0.

Each atom is followed by the atoms it is bonded to, with distances in Å.
Positions of all 10 atoms, in Å:
1 C -0.94 -0.95 0.71  O5 1.209, O7 1.347, H8 1.016
2 N 1.24 1.34 0.78  N4 1.192, H9 1.072
3 N -1.42 0.07 -1.29  O7 1.333, H10 1.028
4 N 1.17 0.61 -0.17  N2 1.192, O6 1.179
5 O 0.24 -1.10 0.48  C1 1.209
6 O 1.66 0.30 -1.19  N4 1.179
7 O -1.84 -0.34 -0.09  C1 1.347, N3 1.333
8 H -1.38 -1.29 1.56  C1 1.016
9 H 2.07 2.02 0.88  N2 1.072
10 H -0.80 -0.66 -1.67  N3 1.028

Here are the energies relative to the best structure, in kcal/mol: *A* 0.0; *B* 22.7.

*A*
Molecular formula: C4H7N3O
Method: DFT, wB97M-V/def2-TZVPD

The SMILES is Nc1cc(N)n(O)c1. The net charge is 0.

Each atom is followed by the atoms it is bonded to, with distances in Å.
Positions of all 15 atoms, in Å:
1 N -0.49 -1.72 -2.17  C2 1.392, H9 0.992, H10 1.005
2 C -0.33 -0.99 -0.99  N1 1.392, C3 1.501, C8 1.345
3 C -0.20 0.49 -1.21  C2 1.501, C4 1.392, H11 1.032
4 C 0.04 1.02 0.05  C3 1.392, N5 1.334, N6 1.425
5 N 0.35 2.18 0.64  C4 1.334, H12 1.002, H13 1.077
6 N 0.27 -0.10 0.89  C4 1.425, O7 1.381, C8 1.353
7 O 0.45 0.08 2.25  N6 1.381, H14 0.977
8 C -0.06 -1.27 0.30  C2 1.345, N6 1.353, H15 1.102
9 H -1.28 -1.35 -2.65  N1 0.992
10 H -0.68 -2.69 -2.04  N1 1.005
11 H -0.37 0.87 -2.16  C3 1.032
12 H 1.18 2.64 0.32  N5 1.002
13 H -0.38 2.93 0.87  N5 1.077
14 H 0.42 1.05 2.33  O7 0.977
15 H -0.03 -2.15 0.96  C8 1.102

*B*
Molecular formula: C4H7N3O
Method: DFT, wB97M-V/def2-TZVPD

The net charge is 0.

Each atom is followed by the atoms it is bonded to, with distances in Å.
Positions of all 15 atoms, in Å:
1 C 1.85 0.20 0.22  C2 1.303, H7 1.263, N12 1.440
2 C 0.75 -0.42 -0.12  C1 1.303, C3 1.481, H8 1.108
3 C -0.56 0.26 -0.16  C2 1.481, N13 1.271, N14 1.463
4 C -3.10 -0.50 0.28  H11 1.112, N14 1.440, O15 1.235
5 H 3.85 0.77 0.90  N12 1.219
6 H 3.67 -0.38 -0.82  N12 1.186
7 H 1.61 0.94 1.22  C1 1.263
8 H 0.70 -1.17 -0.93  C2 1.108
9 H -0.12 1.98 -0.66  N13 1.059
10 H -1.72 -1.83 -0.83  no bonds
11 H -3.78 -1.15 0.87  C4 1.112
12 N 3.26 -0.08 0.25  C1 1.440, H5 1.219, H6 1.186
13 N -0.97 1.45 -0.33  C3 1.271, H9 1.059
14 N -1.72 -0.63 -0.13  C3 1.463, C4 1.440
15 O -3.70 0.58 0.25  C4 1.235

Here are the energies relative to the best structure, in kcal/mol: *A* 0.0; *B* 76.1.

*A*
Molecular formula: C4H7N3O
Method: DFT, wB97M-V/def2-TZVPD

The SMILES is N[C@@]12C[C@H]1NNC2=O. The net charge is 0.

Each atom is followed by the atoms it is bonded to, with distances in Å.
Positions of all 15 atoms, in Å:
1 N -1.09 -0.74 1.30  C2 1.543, H9 1.020, H10 1.108
2 C -0.46 -0.72 -0.11  N1 1.543, C3 1.536, C4 1.578, C7 1.540
3 C -1.76 -0.42 -0.87  C2 1.536, C4 1.473, H11 1.090, H12 1.136
4 C -0.88 0.72 -0.58  C2 1.578, C3 1.473, N5 1.548, H13 1.131
5 N -0.02 1.58 0.38  C4 1.548, N6 1.432, H14 1.057
6 N 1.23 0.94 0.08  N5 1.432, C7 1.432, H15 1.060
7 C 1.05 -0.45 -0.23  C2 1.540, N6 1.432, O8 1.190
8 O 2.00 -1.15 -0.32  C7 1.190
9 H -0.97 0.13 1.82  N1 1.020
10 H -0.65 -1.46 2.01  N1 1.108
11 H -2.62 -0.58 -0.21  C3 1.090
12 H -1.94 -0.66 -1.96  C3 1.136
13 H -0.27 0.93 -1.52  C4 1.131
14 H -0.07 2.58 0.05  N5 1.057
15 H 1.97 1.00 0.84  N6 1.060

*B*
Molecular formula: C4H7N3O
Method: DFT, wB97M-V/def2-TZVPD

The SMILES is ONC1=N[C@@H]2C[C@@H]2N1. The net charge is 0.

Each atom is followed by the atoms it is bonded to, with distances in Å.
Positions of all 15 atoms, in Å:
1 O -1.37 -1.84 -1.90  N2 1.454, H9 1.023
2 N -0.85 -2.07 -0.57  O1 1.454, C3 1.394, H10 1.037
3 C -0.23 -0.93 -0.05  N2 1.394, N4 1.284, N8 1.340
4 N -0.29 -0.68 1.21  C3 1.284, C5 1.438
5 C 0.61 0.43 1.41  N4 1.438, C6 1.520, C7 1.526, H11 1.126
6 C 0.06 1.70 0.78  C5 1.520, C7 1.465, H12 1.099, H13 1.096
7 C 1.03 0.90 0.03  C5 1.526, C6 1.465, N8 1.468, H14 1.123
8 N 0.50 -0.14 -0.86  C3 1.340, C7 1.468, H15 1.038
9 H -1.55 -0.84 -1.83  O1 1.023
10 H -1.67 -2.21 0.05  N2 1.037
11 H 1.31 0.47 2.29  C5 1.126
12 H 0.31 2.77 0.86  C6 1.099
13 H -0.96 1.57 0.42  C6 1.096
14 H 2.01 1.40 -0.23  C7 1.123
15 H 1.09 -0.54 -1.61  N8 1.038

Here are the energies relative to the best structure, in kcal/mol: *A* 52.1; *B* 0.0.

*A*
Molecular formula: C4H7N3O
Method: DFT, wB97M-V/def2-TZVPD

The net charge is 0.

Each atom is followed by the atoms it is bonded to, with distances in Å.
Positions of all 15 atoms, in Å:
1 C -0.79 -0.68 -0.30  C2 1.449, N4 1.341, H9 1.081
2 C 0.64 -0.56 -0.52  C1 1.449, C5 1.333, C7 1.521
3 N -0.43 2.67 0.67  O6 1.414, H10 1.016, H11 1.017
4 N -1.26 -1.58 0.58  C1 1.341, H12 1.010, H13 1.009
5 C 1.43 -1.47 -1.08  C2 1.333, H14 1.085, H15 1.084
6 O -0.33 1.28 0.42  N3 1.414, C7 1.664
7 C 1.20 0.76 0.00  C2 1.521, O6 1.664, N8 1.188
8 N 2.27 1.24 0.17  C7 1.188
9 H -1.50 -0.23 -0.97  C1 1.081
10 H -1.06 3.05 -0.02  N3 1.016
11 H -0.85 2.76 1.59  N3 1.017
12 H -0.61 -2.02 1.21  N4 1.010
13 H -2.23 -1.54 0.86  N4 1.009
14 H 2.49 -1.28 -1.14  C5 1.085
15 H 1.03 -2.41 -1.45  C5 1.084

*B*
Molecular formula: C4H7N3O
Method: DFT, wB97M-V/def2-TZVPD

The SMILES is N#CC(CO)=C(N)N. The net charge is 0.

Each atom is followed by the atoms it is bonded to, with distances in Å.
Positions of all 15 atoms, in Å:
1 N -0.39 -1.86 2.20  C2 1.158
2 C -0.28 -0.97 1.46  N1 1.158, C3 1.448
3 C -0.25 -0.02 0.38  C2 1.448, C4 1.519, C6 1.395
4 C -0.93 1.33 0.61  C3 1.519, O5 1.434, H9 1.116, H10 1.076
5 O -1.38 1.42 1.96  C4 1.434, H11 0.971
6 C 0.46 -0.49 -0.73  C3 1.395, N7 1.354, N8 1.343
7 N 0.25 0.02 -1.97  C6 1.354, H12 1.019, H13 1.035
8 N 1.38 -1.46 -0.71  C6 1.343, H14 0.988, H15 1.022
9 H -1.87 1.44 0.02  C4 1.116
10 H -0.26 2.13 0.36  C4 1.076
11 H -0.64 1.43 2.58  O5 0.971
12 H -0.22 0.92 -1.96  N7 1.019
13 H 1.00 0.02 -2.68  N7 1.035
14 H 1.40 -2.07 0.07  N8 0.988
15 H 1.73 -1.84 -1.59  N8 1.022

*C*
Molecular formula: C4H7N3O
Method: DFT, wB97M-V/def2-TZVPD

The SMILES is C=C/C(=N/N)NC=O. The net charge is 0.

Each atom is followed by the atoms it is bonded to, with distances in Å.
Positions of all 15 atoms, in Å:
1 C 0.79 -1.78 -1.18  C2 1.350, H9 1.095, H10 1.079
2 C 1.01 -1.02 -0.08  C1 1.350, C3 1.457, H11 1.053
3 C 0.18 -0.03 0.58  C2 1.457, N4 1.249, N6 1.435
4 N 0.52 0.37 1.71  C3 1.249, N5 1.309
5 N -0.27 0.96 2.58  N4 1.309, H12 1.031, H13 1.040
6 N -0.93 0.50 -0.17  C3 1.435, C7 1.368, H14 1.071
7 C -0.74 0.93 -1.46  N6 1.368, O8 1.202, H15 1.132
8 O -1.45 1.52 -2.23  C7 1.202
9 H -0.17 -1.88 -1.70  C1 1.095
10 H 1.62 -2.15 -1.77  C1 1.079
11 H 1.90 -1.22 0.44  C2 1.053
12 H -1.11 1.26 2.07  N5 1.031
13 H 0.19 1.82 2.93  N5 1.040
14 H -1.88 0.04 0.01  N6 1.071
15 H 0.33 0.70 -1.74  C7 1.132

Here are the energies relative to the best structure, in kcal/mol: *A* 109.5; *B* 0.0; *C* 39.9.

*A*
Molecular formula: C4H7N3O
Method: DFT, wB97M-V/def2-TZVPD

The SMILES is [H]/N=C1\NC(=O)C[C@H]1N. The net charge is 0.

Each atom is followed by the atoms it is bonded to, with distances in Å.
Positions of all 15 atoms, in Å:
1 H -1.39 -2.32 0.56  N2 1.025
2 N -1.73 -1.35 0.53  H1 1.025, C3 1.246
3 C -0.56 -0.94 0.42  N2 1.246, N4 1.437, C8 1.582
4 N 0.73 -1.43 0.03  C3 1.437, C5 1.370, H10 1.055
5 C 1.64 -0.41 0.01  N4 1.370, O6 1.200, C7 1.545
6 O 2.84 -0.52 -0.01  C5 1.200
7 C 0.97 0.98 -0.09  C5 1.545, C8 1.448, H11 1.127, H12 1.201
8 C -0.40 0.63 0.22  C3 1.582, C7 1.448, N9 1.499, H13 1.145
9 N -1.28 1.13 -0.89  C8 1.499, H14 1.057, H15 1.166
10 H 1.08 -2.19 0.67  N4 1.055
11 H 1.01 1.24 -1.18  C7 1.127
12 H 1.77 1.82 0.21  C7 1.201
13 H -0.79 1.04 1.21  C8 1.145
14 H -1.91 0.31 -1.08  N9 1.057
15 H -1.98 2.01 -0.59  N9 1.166

*B*
Molecular formula: C4H7N3O
Method: DFT, wB97M-V/def2-TZVPD

The SMILES is [H]/N=C(\N)[C@@H]1CN1C=O. The net charge is 0.

Each atom is followed by the atoms it is bonded to, with distances in Å.
Positions of all 15 atoms, in Å:
1 H -3.21 -1.43 -0.10  N2 1.024
2 N -2.27 -1.37 0.30  H1 1.024, C3 1.401
3 C -1.55 -0.19 0.07  N2 1.401, N4 1.493, C5 1.496
4 N -1.86 1.14 -0.53  C3 1.493, H10 1.091, H11 1.123
5 C -0.17 -0.18 0.66  C3 1.496, C6 1.675, N7 1.436, H12 1.063
6 C 0.67 1.26 0.72  C5 1.675, N7 1.506, H13 1.217, H14 1.154
7 N 0.70 0.26 -0.40  C5 1.436, C6 1.506, C8 1.403
8 C 1.78 -0.64 -0.40  N7 1.403, O9 1.160, H15 1.237
9 O 2.89 -0.41 -0.16  C8 1.160
10 H -2.72 0.96 -1.16  N4 1.091
11 H -1.28 0.98 -1.48  N4 1.123
12 H 0.09 -0.97 1.31  C5 1.063
13 H 0.42 2.42 0.45  C6 1.217
14 H 1.51 1.29 1.51  C6 1.154
15 H 1.60 -1.68 -1.03  C8 1.237

Here are the energies relative to the best structure, in kcal/mol: *A* 0.0; *B* 55.1.

*A*
Molecular formula: C4H7N3O
Method: DFT, wB97M-V/def2-TZVPD

The SMILES is Nc1cc(O)c(N)[nH]1. The net charge is 0.

Each atom is followed by the atoms it is bonded to, with distances in Å.
Positions of all 15 atoms, in Å:
1 N 1.10 2.29 0.95  C2 1.477, H9 1.127, H10 1.085
2 C 0.22 1.18 0.52  N1 1.477, C3 1.458, N8 1.458
3 C -1.00 1.13 -0.28  C2 1.458, C4 1.486, H11 1.092
4 C -1.02 -0.26 -0.80  C3 1.486, O5 1.435, C6 1.404
5 O -2.18 -1.07 -1.07  C4 1.435, H12 0.906
6 C 0.18 -0.87 -0.41  C4 1.404, N7 1.455, N8 1.380
7 N 0.28 -2.33 -0.47  C6 1.455, H13 1.101, H14 1.214
8 N 1.04 0.01 0.22  C2 1.458, C6 1.380, H15 1.053
9 H 1.00 2.40 2.07  N1 1.127
10 H 1.17 3.15 0.29  N1 1.085
11 H -1.80 1.82 -0.02  C3 1.092
12 H -2.01 -1.95 -1.22  O5 0.906
13 H 1.09 -2.87 -0.97  N7 1.101
14 H -0.06 -2.81 0.59  N7 1.214
15 H 1.99 0.21 0.61  N8 1.053

*B*
Molecular formula: C4H7N3O
Method: DFT, wB97M-V/def2-TZVPD

The SMILES is C1=N\C=N/OCCN/1. The net charge is 0.

Each atom is followed by the atoms it is bonded to, with distances in Å.
Positions of all 15 atoms, in Å:
1 C -1.56 0.21 -0.46  N2 1.257, N8 1.324, H9 1.094
2 N -1.03 1.32 -0.19  C1 1.257, C3 1.366
3 C 0.15 1.50 0.48  N2 1.366, N4 1.312, H10 1.048
4 N 1.34 0.98 0.34  C3 1.312, O5 1.478
5 O 1.31 0.08 -0.84  N4 1.478, C6 1.412
6 C 1.13 -1.19 -0.24  O5 1.412, C7 1.529, H11 1.083, H12 1.059
7 C -0.06 -1.28 0.72  C6 1.529, N8 1.456, H13 1.083, H14 1.085
8 N -1.34 -0.96 0.12  C1 1.324, C7 1.456, H15 1.007
9 H -2.38 0.14 -1.17  C1 1.094
10 H 0.14 2.28 1.19  C3 1.048
11 H 2.08 -1.48 0.20  C6 1.083
12 H 0.94 -1.83 -1.06  C6 1.059
13 H -0.17 -2.23 1.23  C7 1.083
14 H 0.00 -0.60 1.57  C7 1.085
15 H -1.88 -1.76 -0.17  N8 1.007

Here are the energies relative to the best structure, in kcal/mol: *A* 15.6; *B* 0.0.